A molecular structure, C6H15N3 in a non-equilibrium geometry. Source: the Open Molecules 2025 dataset; level of theory: wB97M-V/def2-TZVPD.

The geometry in XYZ format:
```
24
C6H15N3, DFT wB97M-V/def2-TZVPD
N -1.242 -1.199 1.055
N 0.103 1.897 -0.803
N -1.890 0.312 -0.789
C 1.003 1.132 -0.179
C 1.107 -1.718 0.436
C 1.872 1.698 0.904
C 0.155 -0.709 1.027
C -1.917 -0.755 -1.780
C -1.552 0.029 0.452
H 2.140 -1.367 0.481
H -1.643 0.850 1.159
H 0.875 -1.929 -0.611
H 0.436 -0.375 2.025
H 1.273 2.253 1.630
H 1.456 0.379 -0.815
H -0.883 1.269 -1.086
H 2.411 0.914 1.434
H 1.073 -2.670 0.981
H -0.931 -1.200 -1.963
H -2.602 -1.562 -1.499
H -2.277 -0.338 -2.721
H 2.608 2.387 0.477
H -0.207 2.679 -0.229
H -1.370 -1.976 0.413
```

For the HOMO energy, the calculation gives -7.13 eV. As for the energy above the lowest of the compared OMol25 structures with the same formula, charge and spin: 95.77 kcal per mole. As for the charge: 0. Its total energy is -10931.757 eV.

---

A gas-phase ion, C4H7N2 (charge +1) in a non-equilibrium geometry. Source: the Open Molecules 2025 dataset; level of theory: wB97M-V/def2-TZVPD.

The geometry in XYZ format:
```
13
C4H7N2, DFT wB97M-V/def2-TZVPD
N -1.419 1.321 -0.064
N -1.772 -0.938 -0.381
C 2.123 -0.216 0.119
C 0.573 -0.235 0.565
C -1.119 0.102 0.058
C 3.169 0.028 -0.408
H -1.479 -1.977 -0.236
H 4.170 0.197 -0.776
H 0.434 -1.322 0.746
H -0.538 1.865 0.168
H 0.695 0.303 1.470
H -2.688 -0.882 -0.709
H -2.149 1.754 -0.553
```

For the HOMO energy, the calculation gives -14.22 eV. As for the energy above the lowest of the compared OMol25 structures with the same formula, charge and spin: 110.01 kcal per mole. As for the charge: +1. Its SMILES is C#CCC(N)=[NH2+]. Its total energy is -7230.968 eV.

---

A single C5H7N3O molecule in a non-equilibrium geometry. Source: the Open Molecules 2025 dataset; level of theory: wB97M-V/def2-TZVPD.

The geometry in XYZ format:
```
16
C5H7N3O, DFT wB97M-V/def2-TZVPD
O 2.339 -1.448 -0.101
N 1.105 0.600 -0.027
N -0.937 -2.363 -0.036
N -0.190 0.983 0.031
C 2.157 1.578 -0.014
C -1.035 0.008 0.105
C -0.368 -1.274 0.056
C -2.500 0.099 0.051
C 1.320 -0.773 -0.116
H -3.088 0.741 0.777
H -2.802 0.666 -0.785
H 3.032 0.929 0.000
H -2.712 -0.994 0.036
H 1.917 2.269 0.889
H 2.117 2.278 -0.876
H -0.356 -3.297 0.010
```

For the HOMO energy, the calculation gives -9.05 eV. As for the energy above the lowest of the compared OMol25 structures with the same formula, charge and spin: 59.93 kcal per mole. As for the charge: 0. Its SMILES is [H]/N=C1\C(=O)N(C)N=C1C. Its total energy is -11813.791 eV.

---

Gap between HOMO and LUMO / Eh: 0.30045, 0.36537, 0.31465